Molecular formula: C43H91N10O15P
Method: DFT, wB97M-V/def2-TZVPD

Its SMILES is C[C@H](O)CNCCO[C@](CCO)(OCOCCNC[C@@H](C)O)[C@@H](NC[C@@H](C)OCc1ccccc1)P(=N)(O)O.CN(C)C=O.CN(C)C=O.CN(C)C=O.CN(C)C=O.CN(C)C=O.CN(C)C=O. The lowest unoccupied orbital energy comes out at 0.01304 Ha. Its net charge is 0. The calculation puts the total energy at -100964.997 eV.

Last column: Mulliken charge in e.
CARTESIAN COORDINATES (ANGSTROEM)
1 C 1.133 -0.425 -4.630  -1.118
2 C -0.267 0.003 -4.057  0.259
3 O -0.478 1.408 -4.321  -0.480
4 C -0.362 -0.175 -2.492  -0.562
5 N -0.016 -1.583 -2.149  -0.136
6 C -0.465 -1.880 -0.764  -0.542
7 C 0.651 -1.559 0.323  -0.364
8 O 0.436 -2.228 1.579  -0.286
9 C 1.534 -3.017 1.992  0.830
10 C 1.019 -3.822 3.286  -1.098
11 C -0.281 -3.191 3.913  -0.024
12 O -0.631 -4.033 5.059  -0.598
13 O 2.745 -2.301 2.218  -0.117
14 C 2.612 -1.229 3.129  -0.495
15 O 2.144 -0.013 2.534  -0.303
16 C 1.167 0.648 3.339  0.036
17 C 0.287 1.520 2.339  -0.516
18 N -0.543 2.530 3.064  -0.348
19 C -1.793 2.672 2.254  -0.742
20 C -2.376 4.153 2.288  -0.040
21 C -3.366 4.413 3.490  -0.751
22 O -1.340 5.153 2.157  -0.584
23 C 1.928 -4.159 0.938  -0.303
24 N 2.959 -5.077 1.454  -0.112
25 C 4.131 -5.189 0.566  -1.010
26 C 3.832 -5.779 -0.859  1.736
27 C 4.191 -4.634 -1.932  -1.570
28 O 4.619 -6.962 -1.145  -0.460
29 C 4.068 -7.663 -2.249  -0.758
30 C 2.908 -8.646 -1.870  0.663
31 C 3.120 -9.648 -0.834  -0.344
32 C 2.037 -10.583 -0.527  -0.560
33 C 0.756 -10.490 -1.236  -0.342
34 C 0.525 -9.482 -2.274  -0.708
35 C 1.638 -8.583 -2.575  -0.186
36 P 0.476 -5.188 0.330  0.066
37 N -0.928 -4.858 0.963  -0.784
38 O 0.887 -6.793 0.595  -0.360
39 O 0.463 -5.036 -1.339  -0.437
40 H 1.336 -1.479 -4.310  0.299
41 H 1.938 0.276 -4.292  0.238
42 H 1.068 -0.367 -5.748  0.387
43 H -1.128 -0.581 -4.490  0.231
44 H -0.533 1.472 -5.292  0.314
45 H -1.425 0.074 -2.223  0.292
46 H 0.378 0.478 -1.941  0.245
47 H 0.993 -1.733 -2.205  0.245
48 H -0.848 -2.927 -0.710  0.277
49 H -1.339 -1.221 -0.493  0.085
50 H 1.696 -1.660 -0.082  0.246
51 H 0.536 -0.457 0.536  0.155
52 H 0.950 -4.920 3.105  0.753
53 H 1.836 -3.682 4.054  0.274
54 H -0.123 -2.151 4.299  -0.101
55 H -1.164 -3.258 3.220  0.216
56 H -0.724 -4.914 4.652  0.357
57 H 2.008 -1.449 4.046  0.449
58 H 3.658 -1.006 3.497  0.209
59 H 0.444 -0.032 3.856  -0.075
60 H 1.626 1.402 4.048  0.279
61 H -0.450 0.779 1.898  0.368
62 H 0.899 2.036 1.561  0.241
63 H -0.847 2.108 3.949  0.357
64 H -1.613 2.462 1.160  0.354
65 H -2.582 1.938 2.584  0.437
66 H -2.994 4.234 1.344  0.407
67 H -4.408 4.293 3.091  0.103
68 H -3.203 5.463 3.835  0.193
69 H -3.169 3.637 4.273  0.219
70 H -1.326 5.373 1.211  0.365
71 H 2.376 -3.663 0.022  0.202
72 H 3.346 -4.746 2.347  0.377
73 H 4.715 -4.221 0.514  0.000
74 H 4.837 -5.916 1.067  0.498
75 H 2.767 -6.083 -1.025  -0.416
76 H 5.101 -4.912 -2.521  0.374
77 H 3.336 -4.648 -2.672  0.231
78 H 4.227 -3.615 -1.482  0.407
79 H 4.878 -8.291 -2.719  0.448
80 H 3.672 -7.004 -3.070  0.298
81 H 4.102 -9.674 -0.319  0.334
82 H 2.213 -11.365 0.242  0.353
83 H -0.039 -11.218 -0.969  0.344
84 H -0.453 -9.436 -2.796  0.371
85 H 1.468 -7.837 -3.392  0.236
86 H -1.277 -5.697 1.435  0.234
87 H 0.662 -7.045 1.506  0.350
88 H -0.434 -5.326 -1.591  0.363
89 C -7.532 8.886 2.878  -0.956
90 N -6.698 7.702 2.927  0.139
91 C -5.807 7.420 1.816  -0.844
92 C -6.721 6.849 3.976  0.006
93 O -6.044 5.842 4.072  -0.526
94 H -8.185 8.830 2.003  0.344
95 H -6.897 9.771 2.798  0.348
96 H -8.145 8.968 3.775  0.300
97 H -6.059 6.448 1.389  0.266
98 H -4.777 7.384 2.179  0.265
99 H -5.898 8.191 1.051  0.373
100 H -7.429 7.151 4.765  0.277
101 C -4.969 5.226 7.319  -0.881
102 N -5.622 6.330 7.994  0.139
103 C -6.504 6.051 9.112  -0.998
104 C -5.436 7.616 7.614  0.038
105 O -5.955 8.584 8.139  -0.620
106 H -5.731 4.555 6.915  0.346
107 H -4.348 4.683 8.036  0.418
108 H -4.342 5.585 6.503  0.197
109 H -7.502 6.431 8.887  0.298
110 H -6.130 6.561 10.002  0.293
111 H -6.553 4.979 9.297  0.403
112 H -4.750 7.718 6.757  0.368
113 C 8.994 -2.758 1.344  -0.949
114 N 7.753 -2.964 2.063  0.166
115 C 6.853 -1.840 2.254  -0.793
116 C 7.402 -4.172 2.565  0.055
117 O 6.376 -4.403 3.174  -0.566
118 H 9.592 -2.008 1.867  0.331
119 H 8.771 -2.405 0.335  0.334
120 H 9.563 -3.685 1.279  0.301
121 H 6.705 -1.675 3.323  0.300
122 H 5.887 -2.069 1.800  0.123
123 H 7.268 -0.941 1.799  0.402
124 H 8.150 -4.957 2.367  0.331
125 C -6.559 -0.737 2.341  -0.968
126 N -6.194 0.641 2.083  0.130
127 C -7.001 1.704 2.658  -0.862
128 C -5.125 0.973 1.324  0.237
129 O -4.770 2.109 1.074  -0.599
130 H -7.569 -0.918 1.964  0.343
131 H -6.536 -0.921 3.417  0.348
132 H -5.868 -1.421 1.848  0.302
133 H -7.401 2.327 1.856  0.287
134 H -6.374 2.325 3.302  0.228
135 H -7.820 1.285 3.240  0.387
136 H -4.580 0.096 0.936  0.175
137 C 0.807 4.859 -4.545  -0.880
138 N 1.541 4.934 -5.793  0.122
139 C 1.577 6.192 -6.517  -0.945
140 C 2.194 3.868 -6.305  0.170
141 O 2.827 3.867 -7.347  -0.643
142 H -0.241 5.105 -4.732  0.334
143 H 1.229 5.576 -3.837  0.341
144 H 0.867 3.858 -4.117  0.252
145 H 1.152 6.048 -7.512  0.291
146 H 2.614 6.516 -6.624  0.289
147 H 1.009 6.952 -5.983  0.385
148 H 2.104 2.964 -5.680  0.256
149 C 3.696 3.195 -10.204  -0.664
150 N 2.889 2.988 -11.393  0.137
151 C 3.526 3.030 -12.695  -0.961
152 C 1.558 2.756 -11.325  0.107
153 O 0.828 2.575 -12.282  -0.604
154 H 4.162 4.182 -10.256  0.311
155 H 4.473 2.427 -10.162  0.325
156 H 3.087 3.136 -9.304  0.122
157 H 3.067 3.818 -13.296  0.293
158 H 3.376 2.075 -13.202  0.288
159 H 4.592 3.225 -12.589  0.378
160 H 1.174 2.743 -10.291  0.280

Atomic forces in eV per Å
C -0.982 -0.103 -0.097
C 0.554 0.115 0.985
O -0.018 -0.554 -0.595
C 0.909 -0.093 -0.910
N -1.162 0.616 0.840
C 0.023 -0.353 0.726
C -0.627 1.548 -0.732
O 1.551 -0.099 -0.720
C -1.270 -2.695 0.103
C 0.818 2.118 0.559
C -0.358 -1.450 0.016
O 0.269 0.121 -0.796
O -1.163 0.568 0.198
C 1.464 1.032 0.970
O -0.499 -1.118 0.869
C -0.832 2.261 -1.122
C -0.538 -1.077 1.068
N -0.461 -0.998 -0.791
C -0.432 1.227 -0.248
C -1.074 -0.697 -0.857
C 0.767 -0.246 -0.939
O -0.496 -0.421 -0.224
C 1.054 0.946 -1.194
N 0.444 0.497 0.159
C 1.069 -1.381 0.374
C 0.347 1.409 -0.744
C -1.395 -1.069 -0.678
O -0.542 0.509 0.005
C -0.552 -1.325 -0.846
C -1.081 -0.769 0.409
C -2.173 0.035 -1.173
C 0.015 1.689 -1.491
C 1.349 1.074 -0.333
C 2.538 -0.641 1.705
C -0.431 -0.997 0.791
P -1.034 -1.352 0.033
N 0.782 -0.529 -0.118
O -0.289 1.733 -0.611
O 0.286 -0.378 2.158
H 0.036 0.912 -0.497
H -0.724 -0.617 -0.096
H 0.260 -0.213 0.898
H 1.035 0.300 0.242
H -0.031 0.197 0.537
H 1.162 -0.363 0.055
H -0.989 0.076 -0.767
H -0.415 0.190 -0.035
H 0.534 0.792 0.191
H 0.774 -0.719 -0.464
H -0.979 -0.289 0.449
H 0.375 -1.112 -0.177
H -0.266 0.960 0.006
H -0.802 -0.363 -0.613
H -0.144 -1.019 -0.428
H 1.166 0.500 0.328
H -0.081 0.446 0.546
H 0.182 -0.231 -0.943
H -0.902 -0.507 -0.491
H 0.885 0.267 -0.246
H -0.209 -1.110 -0.383
H 1.083 0.621 -0.146
H -0.415 -0.577 0.582
H 0.352 0.222 -0.333
H 0.179 0.071 1.170
H 0.593 0.734 -0.336
H 0.433 -0.219 0.994
H 1.009 0.156 0.658
H -0.296 -0.977 0.019
H -0.265 0.940 -0.300
H 0.173 -0.052 0.654
H -0.692 -0.252 0.834
H -0.515 -0.040 -0.400
H -0.750 -0.797 -0.208
H -0.727 0.682 -0.471
H 0.769 0.447 0.604
H -0.536 0.444 0.794
H 0.928 0.329 0.566
H 0.225 -0.857 -0.389
H -0.563 0.745 0.640
H 0.470 -0.262 0.820
H -0.900 -0.078 -0.334
H -0.317 0.655 -0.679
H 0.629 0.667 -0.278
H 0.960 0.062 0.398
H 0.405 -0.622 0.922
H -0.195 0.379 -0.270
H 0.250 0.155 -0.348
H 0.321 0.181 -0.021
C 0.193 -0.108 -0.179
N -0.151 -0.107 0.346
C 0.066 -0.237 0.190
C -0.075 0.159 -0.075
O -0.073 0.097 -0.060
H -0.055 0.153 0.057
H -0.158 0.083 0.007
H 0.079 -0.066 -0.018
H 0.133 0.040 -0.072
H 0.009 -0.048 -0.149
H -0.064 -0.001 0.107
H -0.019 0.076 -0.025
C -0.147 -0.034 0.228
N 0.185 0.269 -0.244
C 0.011 0.312 -0.044
C 0.008 -0.151 0.017
O -0.085 -0.136 0.054
H 0.171 -0.071 -0.121
H 0.033 -0.083 -0.111
H -0.118 0.022 0.015
H -0.011 -0.046 0.156
H -0.146 -0.059 0.045
H 0.068 0.052 -0.092
H 0.020 -0.097 -0.015
C -0.232 0.184 0.078
N 0.087 -0.372 0.039
C -0.152 -0.238 0.113
C 0.080 0.119 -0.088
O -0.104 0.139 -0.041
H 0.117 -0.031 -0.135
H 0.181 -0.002 -0.017
H -0.093 0.014 0.043
H -0.093 0.095 -0.067
H -0.037 0.140 0.078
H 0.049 -0.108 0.000
H 0.052 0.041 -0.036
C -0.106 0.261 0.077
N 0.308 -0.132 -0.217
C 0.235 0.161 -0.125
C -0.144 -0.093 0.078
O -0.125 0.052 0.055
H 0.030 -0.164 0.063
H -0.049 -0.166 -0.051
H 0.003 0.100 0.004
H -0.036 0.072 0.132
H -0.148 0.091 -0.011
H 0.084 -0.069 -0.061
H -0.037 -0.062 0.034
C 0.056 0.169 -0.120
N 0.146 -0.408 -0.024
C 0.168 -0.179 -0.181
C -0.131 0.117 0.183
O -0.118 0.189 0.166
H -0.014 -0.036 0.187
H -0.129 -0.048 0.090
H -0.016 0.019 -0.100
H 0.052 0.147 0.003
H -0.086 0.099 -0.081
H 0.014 -0.120 0.037
H -0.048 0.030 0.055
C -0.058 -0.100 -0.296
N -0.247 -0.045 0.178
C -0.334 -0.062 -0.044
C 0.161 0.028 -0.001
O 0.140 0.023 -0.053
H 0.067 -0.048 0.181
H 0.066 0.092 0.119
H 0.091 0.036 -0.184
H 0.099 -0.079 -0.111
H 0.068 0.097 -0.120
H -0.080 -0.008 0.101
H 0.091 0.022 0.052